Entry 1:
Computed, not measured: a structure of composition C27H24N5ReS, with wB97M-V/def2-TZVPD.

The spin multiplicity is 2. For the energy above the lowest of the compared OMol25 structures with the same formula, charge and spin, the calculation gives 166.4 kJ/mol. The value obtained for the total energy is -1792.4477 Eh. The molar mass is 636.80 g/mol. The charge is +3.

```
58
Properties=species:S:1:pos:R:3:forces:R:3:lowdin_spin:R:1
Re 0.038216 -0.012529 -0.833126 0.387 -0.968 1.146 0.5746
C -2.517892 1.144816 -0.350408 -0.168 3.563 1.348 0.0011
N -1.193044 1.226117 0.315806 -0.361 0.796 1.409 -0.0015
C -1.354647 0.766957 1.809079 -0.734 0.387 -0.581 0.0008
C 1.173759 0.720325 1.858882 1.921 1.258 0.158 0.0067
C 1.840281 0.293649 3.146209 0.406 0.008 0.150 0.0019
C 3.176243 -0.321372 2.878433 -0.376 -0.073 0.304 0.0022
C 3.820938 0.269058 1.870814 0.076 0.354 -0.382 0.0039
C 3.205294 1.394753 1.120366 -0.576 -0.018 0.043 -0.0016
N 1.937830 1.690460 1.073917 0.698 -0.275 0.085 -0.0031
C -0.740221 2.665864 0.265810 -1.858 -0.342 3.061 0.0021
C -0.103594 2.937900 -0.950588 0.657 1.307 -1.302 0.0005
C 0.281822 4.195074 -1.354588 0.011 0.237 -0.101 0.0011
C 1.026195 4.329004 -2.515014 0.014 0.338 0.107 0.0027
C 1.337361 3.188405 -3.236867 0.051 0.462 -0.308 0.0016
C 0.854639 2.007840 -2.770969 0.862 -0.622 -1.506 0.0218
N 0.163258 1.854337 -1.657035 0.532 -0.711 0.012 0.0184
C -2.858236 -0.163335 -0.709293 -2.277 -0.788 0.089 0.0008
C -4.154494 -0.610063 -0.760695 -0.730 -0.430 -0.122 -0.0005
C -4.413898 -1.868111 -1.287079 -0.364 0.424 0.226 0.0011
C -3.345524 -2.617828 -1.742434 0.435 -0.116 -0.098 0.0006
C -2.079450 -2.098917 -1.623052 -0.049 -0.077 0.021 0.0007
N -1.843509 -0.864255 -1.085486 2.541 -2.986 -1.484 -0.0022
H -2.467048 1.762896 -1.248820 -0.039 0.129 -0.066 0.0000
H -3.303760 1.558722 0.279009 0.089 0.383 0.154 -0.0001
H -1.728536 -0.255819 1.766900 0.017 -0.053 -0.029 0.0001
H -2.125429 1.379755 2.274543 -0.217 0.101 -0.292 -0.0005
H 2.008897 1.203992 3.738684 -0.017 -0.026 -0.025 0.0003
H 3.640450 -1.066682 3.512242 -0.027 -0.029 -0.013 0.0001
H 4.843770 0.012101 1.628281 -0.005 0.039 -0.021 0.0000
H 3.875934 2.032769 0.548627 -0.049 -0.039 0.006 0.0000
H -0.025117 2.847934 1.060369 0.004 -0.050 0.230 0.0002
H -1.586817 3.335392 0.412980 -0.211 -0.035 0.254 0.0005
H 0.025562 5.057057 -0.754783 -0.020 0.009 0.039 0.0001
H 1.361157 5.304931 -2.846810 -0.012 -0.033 0.042 0.0002
H 1.920278 3.225682 -4.146377 -0.050 -0.038 0.002 -0.0001
H 1.027833 1.111045 -3.309361 0.309 -0.778 -0.600 0.0090
H -4.956494 0.027617 -0.412878 0.006 -0.016 -0.007 -0.0001
H -5.428071 -2.244693 -1.348625 0.038 0.025 0.015 0.0000
H -3.481089 -3.595960 -2.183162 0.009 0.018 0.004 0.0000
H -1.232499 -2.666940 -1.955857 0.059 -0.011 -0.002 0.0005
S 0.164152 -1.915665 3.040801 0.280 -0.276 -0.900 0.1091
C 0.452195 -0.223809 3.584723 0.061 -0.356 -0.036 0.0086
C -0.092770 0.892567 2.616616 -1.212 1.128 0.842 0.0091
C 0.815054 -0.358774 0.989099 0.564 0.962 -3.025 0.0235
C 0.598603 -1.599468 1.371829 -0.437 -3.334 0.348 0.1281
C 0.739528 -2.617590 0.276689 -0.162 0.581 -0.084 0.0031
C 0.955056 -3.962672 0.436661 0.156 -0.763 -0.139 0.0159
C 1.271256 -4.740551 -0.681080 -0.037 0.286 0.048 -0.0026
C 1.361166 -4.142696 -1.946069 0.124 -1.034 0.631 0.0155
C 1.087846 -2.820138 -2.055915 -0.439 1.534 0.972 0.0116
N 0.766644 -2.056693 -0.957124 0.450 -0.243 -0.804 0.0297
H 0.184660 -0.201401 4.634771 -0.051 0.165 0.073 -0.0001
H -0.057052 1.819265 3.194589 -0.238 0.020 -0.010 0.0009
H 0.917146 -4.398219 1.424552 -0.009 -0.099 0.033 0.0008
H 1.465400 -5.799586 -0.565134 -0.007 0.031 0.014 -0.0004
H 1.636138 -4.707326 -2.824442 0.016 -0.083 0.006 0.0008
H 1.114625 -2.325185 -3.018199 -0.044 0.151 0.066 0.0024
```
Forces are in eV/Å.

***

Entry 2:
Computed, not measured: a cluster of 2 separate species, C9H12N2S in total, with wB97M-V/def2-TZVPD.

The structure (SMILES) is N#Cc1ccccn1.CCCS. For the energy above the lowest of the compared OMol25 structures with the same formula, charge and spin, the calculation gives 193.5 kJ/mol. The value obtained for the total energy is -857.7654 Eh. The molar mass is 180.28 g/mol.

```
24
Properties=species:S:1:pos:R:3:forces:R:3:nbo_charge:R:1
N 1.821681 -2.610958 -0.015501 -0.107 -0.835 0.193 -0.2832
C 2.523753 -1.707620 -0.000813 -0.081 -1.367 -0.247 0.2591
C 3.008761 -0.403505 -0.116867 -0.926 3.369 0.987 0.0595
C 1.945631 0.546896 0.000176 0.730 -1.460 0.737 -0.1894
C 2.220015 1.875939 -0.090698 -1.662 1.005 -1.529 -0.1847
C 3.535437 2.248841 -0.389565 -0.211 0.925 0.442 -0.2324
C 4.510154 1.289492 -0.415118 -0.012 -0.795 -0.262 0.0209
N 4.249776 -0.018169 -0.222394 1.348 -0.379 -0.967 -0.3682
H 0.994536 0.154367 0.332356 -0.260 0.268 -0.584 0.2387
H 1.277284 2.513079 -0.232680 1.844 -0.361 0.825 0.2406
H 3.862173 3.280945 -0.512442 -0.412 -0.158 -0.161 0.2255
H 5.522821 1.565174 -0.723288 -0.177 -0.262 0.536 0.2040
C -3.697245 -2.006017 -0.098379 -0.472 2.739 1.440 -0.5950
C -2.923139 -0.628389 -0.399556 -2.662 -1.896 0.018 -0.4298
C -2.413397 -0.234599 0.924785 1.475 -1.441 3.135 -0.5125
S -1.439268 1.317354 0.910614 0.363 -0.834 0.956 -0.0443
H -3.944413 -2.478603 -0.962543 -0.766 -1.296 -2.782 0.2052
H -3.191686 -2.745904 0.492278 0.718 0.062 0.496 0.2088
H -4.660743 -1.766795 0.401086 0.599 -0.168 -0.099 0.1988
H -3.704754 0.130408 -0.663931 0.649 -0.672 -0.358 0.1984
H -2.258309 -0.831095 -1.244129 0.380 0.556 0.507 0.2245
H -3.306627 -0.149734 1.703035 1.928 -0.190 -1.644 0.2230
H -1.687340 -1.112825 1.309291 -1.557 2.120 -0.564 0.2267
H -2.245106 1.771709 0.014287 -0.731 1.069 -1.075 0.1060
```
Forces are in eV/Å.

***

Entry 3:
Computed, not measured: a structure of composition C36H37Cl2N7OPReSe, with wB97M-V/def2-TZVPD.

The spin multiplicity is 4. For the energy above the lowest of the compared OMol25 structures with the same formula, charge and spin, the calculation gives 35.9 kJ/mol. The value obtained for the total energy is -5593.7517 Eh. The molar mass is 950.79 g/mol. The charge is +1.

```
86
Properties=species:S:1:pos:R:3:forces:R:3:lowdin_spin:R:1
Re 0.873289 -0.961920 -0.694902 0.064 -0.380 2.166 1.9241
C 0.020010 -6.232997 -0.113372 0.540 0.885 0.363 0.0005
C -0.150237 -4.688089 0.080068 -0.940 -0.313 -0.611 0.0009
C 1.003107 -4.084522 0.872705 0.700 -1.323 -1.582 0.0126
C -0.321839 -3.946631 -1.332087 0.218 0.034 0.520 0.0070
C -1.511761 -4.373659 -2.233347 1.814 -1.807 -0.673 0.0007
O -2.472934 -3.377277 -2.120039 -0.690 0.696 0.493 0.0106
C -1.897088 -2.393996 -1.482708 -0.655 1.777 1.111 0.0217
N -0.682894 -2.508444 -1.067299 0.221 -0.506 -0.663 0.0376
C -2.804069 -1.266891 -1.169920 -0.032 0.040 0.011 0.0026
C -4.139258 -1.597815 -0.861614 1.438 3.766 -0.783 0.0015
C -5.098056 -0.594427 -0.682931 1.438 -0.494 0.311 0.0002
C -4.689943 0.709302 -0.792645 0.450 1.205 0.028 0.0027
C -3.339778 1.032962 -1.016175 -1.051 -0.089 0.184 0.0036
C -2.358535 0.073480 -1.167553 -0.669 -0.188 -0.472 0.0215
P -0.677549 0.669862 -1.561025 -0.260 0.195 -1.561 0.0757
C -0.659530 2.360085 -0.899483 0.578 0.305 -0.578 0.0027
C -1.137313 2.572122 0.392928 -0.044 0.837 0.194 -0.0016
C -1.164228 3.864318 0.901360 -0.016 0.131 0.484 0.0007
C -0.678009 4.924639 0.139478 -0.495 0.763 1.236 -0.0024
C -0.237161 4.726766 -1.129277 0.131 -0.196 -1.930 0.0005
C -0.208278 3.452796 -1.691589 -0.512 -0.582 1.821 -0.0026
C -0.612297 0.951531 -3.415999 -1.358 -0.956 0.708 0.0103
C -1.785731 0.702946 -4.189217 1.740 1.245 -0.075 0.0026
C -1.705342 0.970874 -5.549654 0.459 -0.749 -0.042 0.0022
C -0.491893 1.352491 -6.129763 -0.511 0.116 -0.565 0.0004
C 0.674191 1.450017 -5.385251 -1.171 0.438 0.643 0.0022
C 0.599805 1.296284 -4.002176 -0.429 -0.046 -0.168 0.0033
H 0.405934 -6.660607 0.831391 -0.027 0.154 -0.564 0.0000
H 0.727550 -6.432758 -0.938302 -0.181 -0.033 0.447 0.0000
H -0.904298 -6.753620 -0.314669 -0.346 0.005 -0.228 0.0000
H -1.062500 -4.470983 0.700317 0.397 -0.367 -0.775 0.0001
H 1.863994 -3.969028 0.213060 0.269 -0.024 -0.043 0.0029
H 1.342612 -4.705344 1.694922 -0.263 -0.014 0.243 0.0014
H 0.745678 -3.125046 1.186468 -0.365 1.611 0.931 0.0058
H 0.604681 -3.989815 -1.931924 -0.176 -0.070 0.547 0.0013
H -1.910132 -5.298879 -1.871973 -0.456 -0.585 0.073 0.0001
H -1.265782 -4.470896 -3.311168 0.121 0.054 0.732 0.0002
H -4.432440 -2.557882 -0.878345 -0.829 -3.323 0.107 0.0001
H -6.068604 -0.879579 -0.368744 -0.917 -0.037 -0.071 0.0000
H -5.366291 1.563380 -0.687533 0.018 -0.516 0.011 0.0003
H -3.091527 2.075323 -1.054720 0.067 0.260 -0.099 0.0001
H -1.593754 1.799446 0.998928 0.170 -0.268 -0.169 -0.0001
H -1.609122 4.053188 1.891274 0.362 -0.109 -0.524 0.0001
H -0.681544 5.950204 0.518967 -0.161 -0.415 0.072 -0.0001
H -0.032694 5.562943 -1.808866 0.280 -0.215 0.578 0.0001
H 0.173919 3.349015 -2.678229 -0.017 -0.306 -0.579 -0.0001
H -2.735414 0.492670 -3.751171 -0.329 -0.445 0.356 0.0001
H -2.533239 0.728781 -6.206610 -0.152 0.408 0.156 0.0001
H -0.533765 1.638601 -7.192149 0.389 -0.415 0.513 0.0000
H 1.569115 1.783259 -5.836468 0.868 0.161 -0.417 0.0001
H 1.445602 1.509367 -3.365127 0.256 -0.183 -0.077 0.0020
Cl 2.688864 2.205721 -0.335395 0.535 -0.018 0.005 0.0341
C 3.973415 1.202188 0.358153 -1.254 0.428 -0.460 0.0987
C 5.181797 1.788922 0.709205 -0.839 -0.212 -0.815 -0.0143
C 6.106036 0.980243 1.341504 0.210 1.208 -0.054 0.1073
C 5.760111 -0.301315 1.677892 1.374 -1.318 0.874 -0.0097
C 4.558220 -0.853694 1.372051 -1.179 -0.420 -0.972 0.0864
Cl 4.194564 -2.489747 1.846238 0.072 0.250 -0.062 0.0217
C 3.581549 -0.158941 0.563257 2.835 0.643 1.695 0.0202
N 2.475110 -0.705982 0.174986 -2.083 -0.327 -1.411 0.2533
H 5.358307 2.811265 0.364080 0.080 -0.347 0.464 -0.0028
H 7.065162 1.388943 1.617700 0.150 -0.113 -0.030 0.0065
H 6.514246 -0.936682 2.163907 -0.490 0.321 -0.059 -0.0025
C 0.944349 3.006813 4.069017 -1.226 0.001 -0.801 0.0001
C -0.216357 2.225738 4.677449 0.167 0.878 -0.117 0.0001
C -0.374948 2.762599 6.109709 -0.630 -2.323 1.334 0.0000
C -0.086248 0.712660 4.676510 -0.410 0.387 2.975 0.0003
N -0.231251 0.132765 3.377254 1.970 -0.505 -0.676 0.0033
C 0.671704 -0.008269 2.403015 -1.782 -0.778 -1.485 0.0184
N -0.005440 -0.573282 1.374541 1.685 0.535 0.045 0.0193
N -1.252721 -0.783575 1.766164 -0.074 0.011 0.413 0.0040
N -1.378722 -0.384384 2.973133 -1.426 0.053 0.232 0.0039
H 0.601430 4.034567 4.034953 0.238 0.339 -0.063 0.0000
H 1.231965 2.747213 3.051412 -0.003 -0.239 -0.082 0.0001
H 1.773259 2.947904 4.720111 1.158 -0.045 0.623 0.0000
H -1.129692 2.398276 4.106578 -0.143 0.382 -0.044 0.0000
H 0.437674 2.363312 6.765165 -0.171 0.563 -0.606 0.0000
H -1.269799 2.327320 6.620792 0.338 0.336 -0.586 0.0000
H -0.452722 3.824439 6.240695 0.194 0.523 -0.383 0.0000
H -0.981279 0.394126 5.258517 0.703 -0.300 -0.447 0.0000
H 0.820177 0.418292 5.294566 -0.817 -0.159 -1.355 0.0000
H 1.711156 0.221428 2.340533 0.343 0.300 0.368 0.0023
Se 1.964932 -1.463331 -2.788107 0.675 -0.217 -0.217 0.1499
C 0.584572 -2.052233 -3.854354 -1.926 -0.928 -2.045 0.0201
N -0.224076 -2.458870 -4.609098 1.789 0.960 1.949 0.0230
```
Forces are in eV/Å.